[1]
{"formula": "C13H23BBr2F3O9P2", "method": "the ωB97M-V functional and the def2-TZVPD basis", "mol_weight_g_mol": 612.880, "homo_lumo_gap_ev": 6.30, "de_lowest_kj_mol": 602.2, "total_charge": -1, "homo_ev": -4.50, "e_tot_ev": -199767.82300, "elements": ["C", "C", "P", "C", "C", "C", "F", "Br", "C", "F", "F", "Br", "C", "B", "O", "O", "P", "O", "H", "H", "H", "H", "H", "H", "H", "H", "H", "H", "H", "H", "H", "H", "H", "C", "C", "O", "C", "O", "O", "H", "H", "H", "H", "C", "C", "O", "C", "O", "O", "H", "H", "H", "H"], "xyz": [[-2.6220, -2.9371, -1.2970], [-1.3336, -2.1386, -1.3127], [-0.9818, -0.6657, -0.1230], [-1.1606, -1.7223, 1.4507], [-0.3176, -3.1222, 1.4770], [1.3092, -2.9708, 1.3441], [1.8147, -1.6279, 1.8101], [1.9338, -3.3368, -0.5635], [2.1516, -4.0768, 2.2737], [1.7301, -4.0760, 3.6947], [3.6225, -3.7575, 2.2548], [1.8206, -5.8746, 1.3784], [-0.9460, 0.4663, -1.6674], [0.4097, 0.2873, -2.6038], [1.8022, 0.3356, -2.1133], [0.1568, 0.0083, -4.0616], [-0.5732, 1.1530, 1.0902], [-1.9292, 1.8656, 1.5606], [-3.3504, -2.9981, -2.2213], [-2.8241, -3.5566, -0.3121], [-0.5299, -2.5280, -2.1049], [-2.4154, -0.3619, -0.0197], [0.4493, -0.8231, -0.2048], [-2.3103, -2.0044, 1.5791], [-0.8781, -1.0835, 2.3948], [-0.6771, -3.9389, 0.7067], [-0.5127, -3.6057, 2.5516], [-1.9046, 0.1973, -2.3037], [-1.0611, 1.5957, -1.3494], [1.9142, 1.1416, -1.5276], [0.5789, 0.7374, -4.6073], [0.2833, 2.0525, 0.3048], [0.2600, 0.7690, 2.2367], [-2.9197, 4.0248, 5.0530], [-3.7498, 3.2863, 4.0537], [-4.8174, 2.7771, 4.8302], [-4.9237, 3.5766, 5.9316], [-5.8447, 3.5305, 6.7299], [-3.8658, 4.4346, 6.0225], [-2.4132, 4.8896, 4.6158], [-2.1754, 3.3823, 5.5350], [-4.1579, 3.9455, 3.2803], [-3.1977, 2.4739, 3.5732], [4.8370, 0.1690, -5.1189], [4.6211, 1.1196, -3.9864], [4.1983, 2.3052, -4.6327], [3.6734, 1.9350, -5.8373], [3.0616, 2.6834, -6.5813], [3.9214, 0.6186, -6.1000], [4.6273, -0.8669, -4.8388], [5.8510, 0.2290, -5.5278], [3.8303, 0.7865, -3.3059], [5.5341, 1.2958, -3.4111]]}


[2]
{"formula": "C20H50B3N2O10", "method": "the ωB97M-V functional and the def2-TZVPD basis", "mol_weight_g_mol": 511.060, "homo_lumo_gap_ev": 6.64, "total_charge": -1, "homo_ev": -4.10, "e_tot_ev": -47039.69050, "elements": ["C", "C", "O", "C", "C", "O", "C", "B", "O", "O", "C", "C", "O", "B", "C", "N", "C", "C", "O", "O", "C", "N", "B", "C", "O", "H", "H", "H", "H", "H", "H", "H", "H", "H", "H", "H", "H", "H", "H", "H", "H", "H", "H", "H", "H", "H", "H", "H", "H", "H", "H", "H", "H", "H", "H", "C", "C", "O", "C", "C", "H", "H", "H", "H", "H", "H", "H", "H", "H", "H", "C", "C", "O", "C", "C", "H", "H", "H", "H", "H", "H", "H", "H", "H", "H"], "xyz": [[-3.5282, 2.1183, 2.2342], [-3.8566, 0.7350, 1.6906], [-3.2672, 0.5924, 0.4146], [-3.6935, -0.5514, -0.2913], [-2.5447, -1.2653, -1.0261], [-1.4211, -0.4302, -1.1744], [-0.1995, -1.1727, -1.3922], [-0.4007, -2.1098, -2.6970], [-0.7183, -3.4441, -2.4914], [-0.4386, -1.6118, -3.9758], [0.1302, -2.2747, -5.0910], [1.3971, -1.5599, -5.5188], [0.1150, -1.9686, -0.2870], [1.6391, -2.0843, -0.2499], [2.1959, -1.7687, 1.2502], [3.6840, -1.8548, 1.2776], [2.1330, -3.5847, -0.7281], [3.2997, -3.7085, -1.6893], [2.8776, -3.3766, -3.0272], [2.0784, -1.0137, -1.2239], [0.9642, -0.1616, -1.4227], [1.1521, 0.4851, -2.7236], [0.8453, 0.9252, -0.2264], [-0.0020, 0.8557, 1.0946], [1.6092, 2.0911, -0.4244], [-3.3633, 2.8089, 1.4074], [-4.3456, 2.5062, 2.8439], [-2.6254, 2.1041, 2.8432], [-3.4547, -0.0445, 2.3518], [-4.9448, 0.5952, 1.6166], [-4.4717, -0.2474, -1.0061], [-4.1506, -1.2655, 0.4047], [-2.9208, -1.5588, -2.0205], [-2.2494, -2.1746, -0.4971], [-1.2536, -3.7790, -3.2257], [0.3375, -3.3234, -4.8444], [-0.6063, -2.2606, -5.9025], [2.1589, -1.6535, -4.7474], [1.1969, -0.4988, -5.6593], [1.7639, -1.9913, -6.4577], [1.8769, -0.7847, 1.6135], [1.7928, -2.5053, 1.9637], [4.0535, -1.1424, 1.8988], [4.0225, -1.6017, 0.3541], [2.4206, -4.1311, 0.1809], [1.2909, -4.1303, -1.1658], [4.1229, -3.0436, -1.3988], [3.6997, -4.7327, -1.7033], [3.4510, -3.8465, -3.6499], [0.4622, 1.2180, -2.8584], [2.0603, 0.9371, -2.6839], [-0.9478, 1.3819, 0.9209], [-0.2523, -0.1618, 1.3853], [0.5266, 1.3710, 1.9033], [1.0936, 2.9041, -0.3807], [-6.6936, 4.8728, -1.7580], [-5.3002, 5.3490, -1.3780], [-4.5071, 4.3663, -0.7459], [-4.2363, 3.2025, -1.5189], [-3.4747, 3.4761, -2.8038], [-7.1926, 4.4325, -0.8932], [-7.2884, 5.7168, -2.1118], [-6.6690, 4.1279, -2.5541], [-5.3723, 6.1598, -0.6514], [-4.7901, 5.7531, -2.2612], [-5.1673, 2.6642, -1.7360], [-3.6451, 2.5567, -0.8722], [-4.0665, 4.0302, -3.5355], [-3.1836, 2.5282, -3.2583], [-2.5696, 4.0477, -2.5923], [6.3595, 0.1746, 5.4040], [4.9395, 0.6645, 5.1654], [4.1388, -0.2319, 4.4256], [3.9233, -1.5046, 5.0139], [3.1956, -1.4469, 6.3467], [6.8217, -0.1154, 4.4595], [6.9540, 0.9717, 5.8543], [6.3909, -0.6831, 6.0774], [4.9581, 1.5762, 4.5673], [4.4638, 0.9169, 6.1220], [4.8714, -2.0453, 5.1183], [3.3286, -2.0481, 4.2800], [3.8009, -0.9921, 7.1333], [2.9417, -2.4584, 6.6677], [2.2735, -0.8723, 6.2475]]}


[3]
{"formula": "C38H47N5O2SSeSiTa", "method": "the ωB97M-V functional and the def2-TZVPD basis", "mol_weight_g_mol": 925.888, "homo_lumo_gap_ev": 7.36, "de_lowest_kj_mol": 83.4, "total_charge": 3, "homo_ev": -16.04, "e_tot_ev": -137306.67707, "elements": ["Ta", "C", "N", "C", "C", "C", "C", "C", "C", "N", "C", "C", "C", "C", "C", "C", "N", "C", "C", "C", "C", "C", "N", "H", "H", "H", "H", "H", "H", "H", "H", "H", "H", "H", "H", "H", "H", "H", "H", "H", "H", "N", "C", "O", "C", "C", "H", "H", "H", "H", "H", "H", "C", "Si", "C", "C", "Se", "H", "H", "H", "H", "H", "H", "H", "H", "H", "O", "S", "C", "C", "C", "C", "C", "C", "C", "C", "C", "C", "C", "C", "C", "C", "H", "H", "H", "H", "H", "H", "H", "H", "H", "H", "H", "H", "H", "H"], "xyz": [[-0.8280, -0.7760, -0.1910], [-0.7125, 2.4957, 0.3746], [0.0815, 1.3565, 0.8640], [1.4776, 1.6151, 0.4545], [2.2791, 0.3748, 0.3195], [3.6340, 0.3575, 0.5856], [4.3988, -0.6988, 0.1159], [3.7745, -1.6763, -0.6369], [2.4039, -1.6119, -0.8104], [1.6392, -0.6374, -0.2917], [0.0590, 1.3457, 2.3426], [-0.9778, 0.4440, 2.9079], [-1.5439, 0.6858, 4.1451], [-2.3105, -0.3060, 4.7372], [-2.4247, -1.5249, 4.0846], [-1.8406, -1.6742, 2.8429], [-1.1786, -0.6884, 2.2252], [-0.7305, 2.4622, -1.1206], [-0.8731, 3.6270, -1.8478], [-0.7899, 3.5762, -3.2319], [-0.5257, 2.3562, -3.8299], [-0.3981, 1.2350, -3.0292], [-0.5183, 1.2687, -1.6993], [-0.2565, 3.4325, 0.7111], [-1.7105, 2.4433, 0.8021], [1.9413, 2.3443, 1.1218], [1.4709, 2.0532, -0.5444], [4.0923, 1.1959, 1.0934], [5.4650, -0.7313, 0.2978], [4.3349, -2.4799, -1.0938], [1.8994, -2.3243, -1.4313], [-0.0440, 2.3629, 2.7285], [1.0176, 0.9558, 2.7002], [-1.3634, 1.6303, 4.6405], [-2.7788, -0.1424, 5.6984], [-2.9651, -2.3531, 4.5192], [-1.9185, -2.6084, 2.3083], [-1.0229, 4.5668, -1.3326], [-0.9005, 4.4748, -3.8233], [-0.4144, 2.2636, -4.9004], [-0.1884, 0.2705, -3.4664], [-4.5720, 1.2597, 0.1635], [-3.6553, 0.3273, 0.2097], [-2.4731, 0.5790, -0.1901], [-3.9081, -1.0409, 0.7047], [-2.8134, -1.8975, 0.0874], [-4.3638, 2.1729, -0.2161], [-5.5204, 1.0708, 0.4529], [-4.9203, -1.3629, 0.4498], [-3.8556, -0.9952, 1.7952], [-3.1560, -2.1403, -0.9188], [-2.7117, -2.8479, 0.5957], [-3.1670, -2.0101, -4.5568], [-1.4354, -2.6485, -4.4671], [-1.2680, -4.4821, -4.3160], [-0.2220, -1.8410, -5.6026], [-0.6942, -1.8818, -2.2804], [-3.6012, -2.2669, -5.5258], [-3.1941, -0.9241, -4.4556], [-3.7933, -2.4560, -3.7833], [-1.5847, -4.9482, -5.2523], [-1.9012, -4.8784, -3.5214], [-0.2328, -4.7749, -4.1362], [-0.3074, -2.2983, -6.5915], [0.8046, -1.9813, -5.2612], [-0.4171, -0.7742, -5.7182], [-0.2115, -2.6064, 0.7250], [0.7330, -3.8188, 0.6113], [0.9564, -4.3549, 2.3297], [1.0411, -3.1940, 3.2816], [1.9677, -2.1718, 3.1016], [2.0957, -1.1680, 4.0482], [1.3068, -1.1841, 5.1933], [0.3889, -2.2054, 5.3797], [0.2502, -3.2020, 4.4213], [-0.2469, -5.2023, -0.0496], [-1.4407, -5.6469, 0.7273], [-2.7033, -5.1502, 0.4107], [-3.8212, -5.5775, 1.1116], [-3.6864, -6.5154, 2.1270], [-2.4371, -7.0439, 2.4218], [-1.3194, -6.6178, 1.7196], [1.8942, -4.9192, 2.2906], [0.1481, -5.0383, 2.5964], [2.6190, -2.1830, 2.2398], [2.8467, -0.3960, 3.9206], [1.4334, -0.4225, 5.9516], [-0.2068, -2.2411, 6.2822], [-0.4576, -4.0067, 4.5803], [0.5274, -5.9755, -0.1182], [-0.4838, -4.8859, -1.0682], [-2.8163, -4.4657, -0.4202], [-4.8020, -5.2064, 0.8458], [-4.5595, -6.8631, 2.6617], [-2.3370, -7.8086, 3.1796], [-0.3573, -7.0755, 1.9214]]}


> What is the formula in the first record?

C13H23BBr2F3O9P2